(1)
34
Properties=species:S:1:pos:R:3:forces:R:3 method="wB97M-V/def2-TZVPD" largest_force_ha_per_bohr=0.018 de_lowest_kj_mol=18.3 orbital_gap_ev=10.17 energy_ha=-1146.10447 e_homo_ev=-9.354
C -1.827257 -1.861725 0.610718 0.0 -0.2 0.1
C -2.723560 -0.712803 0.288228 -0.1 -0.2 0.1
C -4.099058 -0.886476 0.167622 0.2 0.0 0.0
C -4.931614 0.174267 -0.143924 0.0 0.1 0.0
C -4.404192 1.439605 -0.342094 0.0 -0.1 0.0
C -3.038287 1.629668 -0.223593 0.0 0.2 0.0
C -2.214882 0.564284 0.087012 0.4 0.3 0.1
S -0.457946 0.907795 0.222505 -0.4 -0.1 -0.5
O 0.045239 0.370028 1.457264 0.0 -0.2 -0.1
O -0.276699 2.302547 -0.048692 -0.1 -0.1 -0.2
N 0.125519 -0.035984 -1.054542 -0.4 0.5 0.6
C 1.302412 -0.832440 -0.787308 0.5 0.1 0.2
C 2.606953 -0.037964 -0.992172 -0.1 -0.4 -0.2
C 3.823901 -0.755728 -0.366413 -0.1 0.1 -0.1
C 4.306929 0.217643 0.716850 -0.2 0.2 0.0
C 3.096330 1.136698 0.904956 0.3 -0.1 0.4
O 2.511277 1.228446 -0.379230 0.0 0.1 -0.2
H -1.263890 -2.147210 -0.276426 0.1 -0.1 0.0
H -2.403275 -2.717805 0.953786 0.0 -0.1 0.0
H -1.114667 -1.568439 1.377073 0.0 -0.2 0.1
H -4.520360 -1.869338 0.322203 0.0 -0.1 0.0
H -5.995993 0.012490 -0.230014 -0.1 0.0 0.0
H -5.049764 2.269981 -0.583190 0.0 0.1 0.0
H -2.584454 2.597774 -0.363182 0.0 0.1 0.0
H 0.242231 0.565960 -1.857105 -0.1 0.2 -0.2
H 1.219809 -1.142313 0.255536 0.2 -0.2 -0.1
H 1.295941 -1.715988 -1.434466 0.0 0.0 0.1
H 2.738029 0.149133 -2.065832 0.0 0.0 0.1
H 4.595267 -0.950227 -1.109056 0.0 -0.1 0.0
H 3.515970 -1.707029 0.066468 0.0 -0.1 0.0
H 4.588028 -0.285027 1.638922 0.1 0.0 0.0
H 5.157918 0.795328 0.355722 0.0 0.0 0.0
H 3.355005 2.149532 1.212626 0.0 -0.1 0.1
H 2.379134 0.715313 1.619760 0.1 0.1 0.0


(2)
32
Properties=species:S:1:pos:R:3:forces:R:3 method="wB97M-V/def2-TZVPD" largest_force_ha_per_bohr=0.083 de_lowest_kj_mol=370.0 orbital_gap_ev="6.88 / 7.44" energy_ha=-959.07854 e_homo_ev="-7.449 / -7.899"
C 2.463041 -2.008166 0.008453 0.6 -0.5 -0.1
C 3.613675 -1.223412 0.162628 -2.0 -0.8 -0.5
C 1.245162 -1.508079 -0.226446 -0.8 3.1 -0.1
C 2.246788 0.718467 -0.166075 -0.7 0.3 0.9
C 3.535711 0.135900 0.052436 -2.1 1.4 -0.3
C 1.084495 -0.094537 -0.251901 3.2 -0.1 0.2
C -1.641516 -0.325688 0.369009 2.4 1.8 -0.1
C -3.066621 -0.073230 0.678857 -2.4 1.1 1.0
C -1.556476 -1.356817 1.449314 -0.3 -2.5 0.2
C -2.946796 -0.961283 1.932682 -1.1 -1.2 1.9
C -1.127190 0.571244 -2.689929 -0.5 2.0 -0.8
C -0.869840 1.689656 -1.610803 0.7 -2.3 0.3
O 4.608862 0.907743 0.214200 2.1 -3.7 0.0
O 0.569066 2.901198 1.224579 -0.4 -1.6 -1.1
P -0.388953 0.779228 -0.047035 -2.9 1.0 0.2
H 2.450413 -3.084489 0.084832 0.8 -0.2 0.0
H 4.409758 -1.853187 0.340853 2.4 -0.2 0.5
H 0.409022 -2.105720 -0.353304 -1.4 -1.2 -0.1
H 2.054820 1.832675 -0.001134 0.5 -1.4 -0.4
H -3.505768 0.999042 0.912839 0.9 -2.2 -1.1
H -3.661136 -0.744589 0.071938 -0.6 0.8 -1.1
H -1.499387 -2.467951 1.131784 0.0 1.7 0.2
H -0.886761 -1.242714 2.258026 1.5 0.2 0.4
H -2.968762 -0.331854 2.870000 0.3 -0.9 -0.8
H -3.603155 -1.926211 2.097504 0.6 2.3 -0.5
H -0.529313 -0.303050 -2.481385 -0.1 -0.3 -0.1
H -2.213210 0.401940 -2.643146 0.5 -0.6 -0.3
H -0.860464 0.963425 -3.732292 -0.4 -0.5 1.4
H -1.728149 2.323235 -1.417962 0.2 0.3 -0.1
H 0.055170 2.167683 -1.865406 0.2 1.0 0.0
H 4.546717 1.810814 0.270641 -1.2 3.2 0.1
H -0.239196 3.408726 1.356253 -0.1 0.0 0.0


(3)
30
Properties=species:S:1:pos:R:3:forces:R:3 method="wB97M-V/def2-TZVPD" largest_force_ha_per_bohr=0.118 de_lowest_kj_mol=445.4 orbital_gap_ev=9.47 energy_ha=-808.62535 e_homo_ev=-8.589
C 2.406550 1.424497 0.297372 1.2 -1.0 3.8
C 1.958241 -0.081473 0.243012 -1.6 2.0 -2.0
C 3.019173 -0.898453 0.857604 -2.0 -5.0 2.7
C 1.733490 -0.436164 -1.269750 2.3 -1.4 0.3
P 0.310660 -0.077624 1.151470 0.3 -0.3 -0.1
C -0.912111 0.635261 -0.052486 0.3 1.5 1.1
C -1.866170 1.526118 0.680034 -1.9 -3.8 -3.8
C -3.181290 1.541524 0.477476 0.3 -0.3 0.2
C -4.017516 0.675546 -0.421505 -1.5 2.5 -0.7
C -4.174818 -0.662948 -0.406414 1.9 1.8 0.6
C -3.372895 -1.548333 0.473324 -2.0 -0.6 0.3
C -2.063385 -1.594884 0.773016 -1.3 -0.2 -1.1
C -0.972840 -0.850393 0.058460 0.9 -0.3 -1.1
H 2.031231 1.903182 -0.543715 -0.2 1.2 -1.6
H 2.013624 2.018991 1.251566 0.9 -1.3 -1.8
H 3.542951 1.307335 0.398356 -1.6 1.2 -0.6
H 3.949051 -0.511495 0.816493 3.1 1.6 -0.6
H 3.127649 -1.983652 0.415790 -0.5 1.9 0.8
H 2.894964 -1.044770 2.027055 -0.1 0.2 -2.2
H 1.345987 -1.506193 -1.277330 1.2 1.1 -0.6
H 1.017898 0.127065 -1.800362 -1.1 1.0 -0.1
H 2.697502 -0.198337 -1.899439 -1.5 -1.1 1.3
H -0.538788 1.142827 -0.961474 -0.1 -0.8 0.4
H -1.515315 2.171399 1.328861 2.0 3.2 3.1
H -3.567231 2.343138 1.112437 -1.2 -0.3 -0.6
H -4.730023 1.371047 -1.111587 1.5 -2.0 1.6
H -4.994898 -1.000516 -0.982414 -0.5 -0.9 -0.5
H -4.117309 -2.260078 0.968375 1.5 0.7 -0.3
H -1.867860 -2.355856 1.517771 0.8 0.1 0.0
H -0.528089 -1.194642 -0.927173 -1.0 -0.6 1.5